No. 1
Below is a cluster of 2 separate species, H5O2PSSi in total, with properties calculated with the ωB97M-V functional and the def2-TZVPD basis.

XYZ file:
```
10
Properties=species:S:1:pos:R:3:forces:R:3:lowdin_charge:R:1
O -1.95364 1.39842 0.03250 0.5649 0.0164 -0.5927 -0.459
O 0.55020 -0.15320 -0.17853 -0.6665 0.2730 -0.0238 -0.380
Si 2.11687 -0.61848 -0.14271 -0.1447 -0.3316 0.0465 0.518
P -2.34959 -0.07541 -0.54023 -1.1312 0.0360 1.0308 0.405
S -3.76710 -0.70289 0.62378 0.6732 0.0510 -0.6673 0.105
H -2.46207 1.70501 0.79291 -0.1886 -0.1634 0.1583 0.030
H 0.31918 0.77539 -0.18228 -0.0245 0.2482 0.0622 0.003
H 2.74142 -0.18028 1.10490 0.2749 0.0227 0.2181 -0.078
H 1.96182 -2.06941 -0.22384 0.3375 -0.2611 0.0274 -0.064
H 2.84292 -0.07915 -1.28650 0.3051 0.1088 -0.2595 -0.080
```
Forces are in eV/Å.

## Properties
Frontier orbital gap (eV): 8.8
SMILES: O[SiH3].OP=S
Spin multiplicity: 1

=====

No. 2
Below is an isolated molecule of C4H6OS, with properties calculated with the ωB97M-V functional and the def2-TZVPD basis.

XYZ file:
```
12
Properties=species:S:1:pos:R:3:forces:R:3:lowdin_charge:R:1
C 0.79809 -0.27504 1.30407 0.2537 -0.0051 -0.0193 -0.735
C 0.20654 -1.07881 0.17069 0.1050 -0.1696 -0.1213 -0.174
C -0.13149 -0.12525 -0.95400 1.1361 1.4776 1.0029 -0.222
C -0.66147 1.18693 -0.27675 -0.3356 0.5674 -1.2381 -0.491
H 0.84989 -1.92230 -0.05216 0.3337 0.1048 -0.2858 0.124
H -0.68143 -1.52826 0.56028 -0.8890 -0.2766 0.3975 0.118
H -0.83053 -0.46402 -1.66989 -0.6717 -0.6076 -0.7223 0.093
H 0.81411 0.16797 -1.46070 -0.6084 -0.2610 0.1034 0.124
H -1.74604 1.27162 -0.05976 0.5381 -0.5565 -0.3242 0.078
H -0.41079 2.03713 -0.94776 -0.2489 -0.4433 0.4680 0.077
O 1.55842 -0.65887 2.14441 0.1003 -0.3340 0.1986 0.025
S 0.23472 1.38891 1.24158 0.2867 0.5038 0.5407 0.982
```
Forces are in eV/Å.

## Properties
Frontier orbital gap (eV): 10.2
SMILES: O=C1CCCS1
Spin multiplicity: 1

=====

No. 3
Below is a cluster of 4 separate species, C2H11O3S in total, with properties calculated with the ωB97M-V functional and the def2-TZVPD basis.

XYZ file:
```
17
Properties=species:S:1:pos:R:3:forces:R:3:lowdin_charge:R:1
C 0.23632 -2.15342 -0.60773 1.1189 -0.1864 0.0363 -0.217
C 1.07932 -0.88848 -0.79011 -0.2585 0.1520 0.1372 -0.784
S 0.11581 0.62800 -1.06952 -0.2783 -0.1626 0.0779 0.328
H -0.08723 -2.19926 0.43111 -0.7421 0.0450 -0.1596 0.034
H -0.55068 -2.22646 -1.35918 -0.1715 0.0654 0.3465 0.050
H 0.90542 -3.02300 -0.71718 -0.1465 -0.0367 -0.1153 0.052
H 1.68213 -0.75395 0.11204 0.1457 -0.0409 -0.0356 0.034
H 1.76152 -1.02413 -1.61822 0.2576 -0.0558 -0.2800 0.019
H -1.37655 0.39732 2.25627 0.0366 0.1041 0.0832 0.040
H -0.45386 0.32622 1.05451 0.3935 0.4159 -0.3721 -0.090
O -0.43645 0.37741 2.04259 -0.4548 -0.3534 0.2205 -0.133
H -0.13861 -1.24698 2.84509 0.0025 0.3587 0.0471 -0.026
H 0.59243 -2.56764 2.84736 -0.0361 -0.0669 0.1163 0.014
O 0.00421 -2.03883 3.39631 0.1271 -0.2820 -0.1167 -0.099
H -0.54596 2.58721 -2.75612 -0.0106 -0.0165 0.0972 -0.040
H -0.73693 3.13025 -1.38688 0.0042 0.0558 -0.2197 -0.028
O -0.88590 3.37785 -2.31299 0.0122 0.0043 0.1366 -0.153
```
Forces are in eV/Å.

## Properties
Frontier orbital gap (eV): 7.1
Spin multiplicity: 1
Total charge: -1

=====

No. 4
Below is a cluster of 2 separate species, C3H6ClNO in total, with properties calculated with the ωB97M-V functional and the def2-TZVPD basis.

XYZ file:
```
12
Properties=species:S:1:pos:R:3:forces:R:3:lowdin_charge:R:1
C -0.83067 -1.34652 -2.59779 1.1312 3.0683 -2.1820 -0.390
C 0.07035 0.68221 1.13964 1.4648 0.2473 3.8531 -0.100
C 1.03731 1.56572 0.95080 -0.1781 1.5329 2.5091 -0.094
N -0.62513 -0.13412 -2.17701 -0.4290 -1.1411 0.2259 -0.397
O -0.63088 -2.41245 -1.83849 -0.1179 0.1095 0.8843 0.049
Cl -0.79350 1.16395 -3.35449 -0.0164 -1.2058 0.5057 0.499
H -0.95458 -1.44814 -3.72957 -0.2587 -0.8167 1.7432 0.137
H -0.40006 -2.15320 -0.90538 -0.2939 -0.0436 -1.2059 0.140
H -0.32681 0.14273 0.35132 -1.2852 -0.6205 -1.3359 -0.026
H -0.13816 0.45113 2.22684 -0.0712 -0.3623 -1.5049 0.066
H 1.55778 2.10986 1.87656 -1.1619 -1.2063 -2.4121 0.097
H 1.02164 1.98768 -0.01705 1.2162 0.4383 -1.0807 0.019
```
Forces are in eV/Å.

## Properties
Frontier orbital gap (eV): 10.5
SMILES: O/C=N/Cl.C=C
Spin multiplicity: 1

=====

No. 5
Below is an isolated molecule of C2H5NO3S, with properties calculated with the ωB97M-V functional and the def2-TZVPD basis.

XYZ file:
```
12
Properties=species:S:1:pos:R:3:forces:R:3:lowdin_charge:R:1
C -0.00169 -0.45494 -0.10510 2.5259 -0.5835 -1.8464 -0.674
C -0.50548 0.98940 -0.10917 0.1716 -1.6220 3.0160 -0.563
N -0.35224 -1.44435 0.76032 -1.9216 1.7099 4.1979 0.078
O -0.12989 -0.87901 -1.43027 0.1447 0.0516 1.4409 -0.013
O -0.72258 1.41631 1.12459 -0.8470 1.5807 1.1446 0.115
O -0.65993 1.53877 -1.13449 -0.4450 1.8371 -1.8712 0.149
S 2.09675 -0.18936 0.21347 -1.4260 0.9006 -1.7747 0.565
H -0.32258 -1.29241 1.83616 0.0877 -0.0771 -3.0348 0.162
H -0.16471 -2.36198 0.49801 0.5101 -1.4482 -0.6993 0.075
H -1.12503 2.33277 1.27997 0.9105 -1.7063 -1.0602 0.182
H -0.26118 -0.02044 -1.86643 -0.0657 -0.1841 -0.7416 0.076
H 2.14858 0.36523 -1.06705 0.3549 -0.4587 1.2288 -0.150
```
Forces are in eV/Å.

## Properties
Frontier orbital gap (eV): 9.1
SMILES: N[C@](O)(S)C(=O)O
Spin multiplicity: 1

=====

| no. | E_HOMO (eV) | total energy (eV) |
| --- | --- | --- |
| 1 | -9.44 | -32178.913 |
| 2 | -9.43 | -17128.130 |
| 3 | -3.27 | -19231.916 |
| 4 | -9.98 | -19265.292 |
| 5 | -8.78 | -20622.179 |